No. 1
The following is a quantum chemistry calculation of a structure of composition C22H38FeNO5P2SSi in a non-equilibrium geometry, from the OMol25 dataset.

Geometry (Å):
Fe: 0.073 -1.997 1.256
S: -2.187 -0.347 -2.937
P: -4.577 0.893 -1.247
P: -2.661 -0.049 -0.881
Si: 3.342 0.364 -0.526
O: -3.104 -1.264 -3.753
O: -4.349 2.641 -1.007
O: -5.186 0.754 -2.885
O: -0.750 -0.999 -3.000
O: -5.727 0.507 -0.184
N: -5.277 -3.754 -1.076
C: 3.672 0.480 -2.459
C: 1.420 0.025 -0.378
C: 2.888 2.446 1.605
C: 5.354 -4.032 1.314
C: -4.410 -4.591 -0.206
C: -2.899 0.313 0.978
C: 5.705 -2.661 2.157
C: -1.428 0.737 1.643
C: -4.802 -2.357 -1.310
C: -3.408 -1.836 -0.651
C: 5.105 -1.227 1.602
C: -1.567 1.863 2.842
C: 0.431 3.627 2.105
C: -2.994 -4.294 0.534
C: 4.474 -4.078 -0.085
C: -1.954 1.358 -3.770
C: 3.905 1.987 0.359
C: 4.182 -1.239 0.238
C: -0.011 2.414 3.109
C: -2.411 -2.761 0.330
C: 3.878 -2.639 -0.624
C: 1.595 3.259 1.015
H: 4.931 1.717 0.906
H: -5.448 -1.689 -2.024
H: 5.769 -5.053 1.755
H: -1.329 -0.542 -0.553
H: -1.200 1.939 -3.063
H: 2.627 0.493 -3.035
H: 6.352 -2.639 3.159
H: 0.662 1.458 3.079
H: -2.290 2.715 2.485
H: 4.139 2.885 -0.366
H: -0.542 3.906 1.471
H: 2.015 4.302 0.614
H: 0.047 2.846 4.214
H: -1.993 1.388 3.848
H: 1.164 0.226 0.756
H: -2.055 1.284 -0.994
H: -1.405 -2.378 0.787
H: -0.794 1.263 0.784
H: 0.821 0.844 -0.996
H: 4.246 -5.067 -0.675
H: 2.643 1.456 2.178
H: 1.084 2.756 0.073
H: -3.562 1.298 1.080
H: -1.346 1.122 -4.756
H: -3.462 -0.512 1.586
H: -2.965 1.918 -3.950
H: 3.503 3.192 2.304
H: -3.577 2.929 -1.594
H: -4.811 -5.707 -0.049
H: -0.880 -0.222 2.034
H: 4.253 -0.459 -2.854
H: 3.244 -2.622 -1.619
H: 5.285 -0.186 2.116
H: 0.714 4.640 2.669
H: -2.425 -5.113 1.175
H: 1.121 -1.075 -0.644
H: -5.056 1.644 -3.329
H: 4.196 1.504 -2.679

As for the HOMO-LUMO gap (spin up / spin down): 6.02 / 3.99 eV. The charge is +1. As for the expectation value of S²: 6.045. As for the total energy: -3924.95748 Ha. As for the multiplicity: 5.

Löwdin population analysis, charges in e, atoms 1 to 4:
1. Fe 0.660
2. S 0.568
3. P 0.629
4. P 0.301

No. 2
The following is a quantum chemistry calculation of a structure of composition C22H38HfP2 in a non-equilibrium geometry, from the OMol25 dataset.

Geometry (Å):
Hf: 1.977 -0.637 1.284
P: 0.806 1.533 -2.730
P: 0.498 -1.797 -1.780
C: 1.598 0.344 5.061
C: -0.366 2.446 -3.853
C: 0.625 -0.211 7.223
C: 1.626 0.403 6.475
C: 0.078 -1.036 -3.494
C: -0.374 -1.056 5.172
C: -2.801 -0.512 -0.188
C: -1.045 2.957 -0.449
C: -3.425 0.765 -0.581
C: -0.365 -0.984 6.578
C: -1.495 -0.589 0.178
C: -2.690 1.624 -1.650
C: -0.451 0.449 -0.162
C: 1.011 0.105 -3.896
C: -0.465 1.863 0.443
C: 2.448 -2.626 2.204
C: -2.131 2.914 -1.229
C: 0.591 -0.368 4.418
C: 1.880 -2.857 -2.328
C: -0.893 -2.974 -2.082
C: 0.522 -0.373 2.822
C: 2.272 2.559 -3.121
H: 2.229 -3.422 1.477
H: -0.017 0.533 2.505
H: 2.425 0.944 6.971
H: -0.949 -3.710 -1.278
H: -1.855 -2.450 -2.136
H: -0.974 -0.700 -3.475
H: -1.840 1.074 -2.063
H: -1.146 -1.623 4.644
H: 2.363 0.856 4.457
H: -1.101 -1.518 7.150
H: -4.418 0.548 -0.991
H: -2.584 3.827 -1.595
H: -1.146 -1.490 0.663
H: -0.354 0.494 -1.274
H: -3.364 1.770 -2.500
H: -3.457 -1.381 -0.072
H: 0.766 0.465 -4.912
H: 3.154 1.912 -3.237
H: 2.422 3.241 -2.271
H: -0.710 3.381 -3.398
H: 0.118 -1.833 -4.254
H: -0.503 3.903 -0.406
H: 0.691 0.010 0.034
H: 3.530 -2.675 2.393
H: 2.784 -2.245 -2.423
H: 0.161 2.692 -4.785
H: 2.015 -3.003 3.155
H: -0.148 -1.205 2.575
H: -1.258 1.865 -4.119
H: 2.031 -3.596 -1.533
H: 2.068 -0.205 -3.870
H: 2.090 3.148 -4.037
H: -3.589 1.391 0.318
H: 1.646 -3.361 -3.277
H: 0.602 2.188 0.561
H: -0.990 1.873 1.418
H: 0.617 -0.137 8.309
H: -0.741 -3.499 -3.038

As for the HOMO-LUMO gap: 4.71 eV. The charge is +2. As for the total energy: -1590.93042 Ha. The relative energy (zero: lowest compared OMol25 entry of this formula, charge and spin) comes out at 25.0 kcal/mol.

natural (NBO) population analysis, charges in e, atoms 1 to 4:
1. Hf 2.375
2. P 0.773
3. P 0.814
4. C -0.220

No. 3
The following is a quantum chemistry calculation of a cluster of 3 separate species, C22H38IN3O5S in total in a non-equilibrium geometry, from the OMol25 dataset.

Geometry (Å):
I: -5.420 0.775 3.436
S: -8.458 -1.043 1.572
O: -2.831 -1.794 1.700
O: 2.375 0.670 2.682
O: -2.902 -3.070 3.532
O: -4.779 -2.013 2.734
O: -2.980 0.511 -2.709
N: -2.086 1.352 -2.312
N: 3.056 -0.420 2.784
N: -5.798 -0.994 0.909
C: -3.432 -0.540 1.477
C: -0.062 1.624 -4.413
C: 4.828 0.914 1.670
C: -2.113 2.544 -3.208
C: -1.415 3.743 -2.538
C: 4.107 -0.429 1.726
C: 1.561 -1.896 1.426
C: -0.782 0.641 -2.167
C: -0.971 -0.687 -1.446
C: -4.850 -0.789 2.032
C: -6.952 -1.188 1.264
C: -3.461 -2.365 2.759
C: 5.211 -1.449 2.064
C: 2.115 -1.579 2.817
C: -3.545 3.013 -3.441
C: 0.175 1.459 -1.261
C: 2.823 -2.828 3.400
C: 2.642 -1.997 0.350
C: 0.949 -1.306 3.759
C: 3.523 -0.750 0.350
C: -0.122 0.384 -3.521
C: -1.446 2.255 -4.554
H: 0.650 2.350 -4.011
H: -1.593 4.649 -3.116
H: -4.129 2.296 -4.015
H: 3.664 -2.551 4.034
H: 0.851 -1.117 1.129
H: -0.374 2.125 -0.596
H: 0.318 -0.488 3.415
H: 0.887 -0.004 -3.366
H: 0.995 -2.829 1.465
H: 3.183 -3.512 2.631
H: 0.893 2.054 -1.826
H: 2.928 0.100 -0.004
H: 5.664 0.854 0.974
H: -0.335 3.638 -2.467
H: 2.145 -3.405 4.027
H: -0.005 -1.162 -1.277
H: -2.080 1.584 -5.141
H: 4.895 -2.485 1.964
H: 1.299 -1.070 4.766
H: 0.314 -2.188 3.824
H: 5.226 1.186 2.649
H: -4.058 3.192 -2.494
H: 5.576 -1.301 3.081
H: 4.181 1.719 1.328
H: -2.956 0.245 2.044
H: -0.674 -0.396 -4.055
H: -1.442 -0.539 -0.474
H: 6.055 -1.325 1.387
H: -1.808 3.908 -1.534
H: 2.170 -2.115 -0.628
H: 4.335 -0.873 -0.370
H: -3.580 -0.269 0.441
H: -1.570 -1.398 -2.013
H: -3.540 3.946 -4.002
H: -1.371 3.182 -5.127
H: 3.249 -2.894 0.500
H: 0.762 0.804 -0.618
H: 0.317 1.345 -5.397

As for the HOMO-LUMO gap (spin up / spin down): 8.01 / 8.85 eV. The charge is 0. As for the expectation value of S²: 2.008. As for the total energy: -2097.27453 Ha. As for the multiplicity: 3.

natural (NBO) population analysis, charges in e, atoms 1 to 4:
1. I 0.110
2. S 0.160
3. O -0.485
4. O -0.382